Below is a molecular structure, C29H33N6O3PS2W, with properties calculated with the ωB97M-V functional and the def2-TZVPD basis.

Geometry as XYZ:
```
75
Properties=species:S:1:pos:R:3:forces:R:3
W 1.0636 1.5918 0.2709 0.02 0.20 -0.03
S 0.5386 3.7214 -0.1710 0.01 -0.26 -0.02
C 1.9197 4.7720 0.2102 0.09 0.07 0.04
C 1.8573 6.1459 0.0044 0.02 -0.03 0.02
C 2.9593 6.9276 0.3132 -0.03 0.02 -0.02
C 4.1138 6.3389 0.8204 0.02 -0.02 0.01
C 4.1721 4.9689 1.0231 -0.04 0.01 -0.01
C 3.0658 4.1831 0.7145 -0.01 0.08 0.02
S 3.0645 2.4270 0.9617 -0.05 0.10 -0.10
H 0.9527 6.5935 -0.3906 0.02 -0.01 0.01
H 2.9202 7.9987 0.1607 0.00 -0.02 0.00
H 4.9719 6.9540 1.0604 -0.01 -0.01 0.00
H 5.0681 4.5062 1.4190 -0.02 0.00 0.00
N 0.3318 1.5422 2.2128 -0.01 -0.05 -0.34
C 0.0257 1.5708 3.3328 0.01 -0.09 0.45
C -0.3131 1.5596 4.6596 0.00 0.02 -0.01
C -0.3146 0.3072 5.3313 -0.10 0.10 -0.08
N -0.3164 -0.7240 5.8476 -0.02 -0.03 -0.05
C -0.5933 2.7799 5.3372 0.04 -0.12 -0.02
N -0.8283 3.7633 5.8883 0.00 -0.02 -0.03
O 2.8213 -0.3190 -2.8102 -0.07 -0.16 0.11
C 1.8571 0.3689 -2.5986 0.30 0.24 -0.01
O 1.6134 0.8871 -1.3934 -0.10 -0.12 0.02
C 0.8561 0.7196 -3.6431 -0.10 -0.11 0.00
C -0.1340 1.6718 -3.4332 -0.11 0.02 0.05
C -1.0719 1.9190 -4.4248 0.00 -0.01 -0.03
C -1.0284 1.2082 -5.6173 0.03 0.00 0.02
C -0.0342 0.2590 -5.8291 0.01 0.04 0.02
C 0.9130 0.0216 -4.8461 -0.06 -0.02 -0.07
H -0.1780 2.2149 -2.4978 0.01 -0.02 -0.06
H -1.8400 2.6643 -4.2629 0.01 -0.01 -0.01
H -1.7671 1.3975 -6.3863 0.01 0.00 0.01
H 0.0035 -0.2905 -6.7610 0.00 0.01 0.01
H 1.6997 -0.7072 -4.9876 0.00 0.00 0.00
O -0.5968 0.1946 0.0027 0.01 0.09 0.07
P -0.8088 -1.2386 0.4528 0.01 -0.02 -0.10
N -1.4817 -1.3217 1.9297 -0.10 0.03 0.15
C -2.7242 -0.5422 2.1641 0.09 -0.09 0.06
C -3.3336 -1.1829 3.4123 0.06 -0.03 -0.01
C -2.8311 -2.6271 3.3690 0.00 0.03 -0.02
C -1.4050 -2.4872 2.8445 -0.04 0.13 0.00
N -1.7697 -1.9501 -0.6569 -0.01 -0.06 -0.05
C -2.3314 -3.2954 -0.4352 0.05 0.09 -0.09
C -3.0371 -3.6051 -1.7552 0.01 0.02 -0.03
C -2.2072 -2.8366 -2.7862 -0.02 -0.04 0.00
C -1.8987 -1.5301 -2.0674 0.00 -0.04 0.10
N 0.5901 -2.1120 0.5733 -0.12 0.09 -0.13
C 1.6598 -1.5785 1.4174 0.03 0.06 -0.03
C 2.8547 -2.4612 1.0893 0.01 0.00 -0.05
C 2.6681 -2.8270 -0.3947 0.02 0.00 0.09
C 1.1738 -2.6266 -0.6939 0.02 0.01 0.15
H -3.3927 -0.6359 1.3028 -0.02 -0.02 -0.03
H -2.5001 0.5154 2.2989 0.04 0.01 0.00
H -4.4198 -1.1063 3.4140 0.01 0.00 0.01
H -2.9575 -0.6913 4.3086 0.04 0.03 0.04
H -3.4331 -3.2179 2.6743 -0.01 -0.01 0.00
H -2.8577 -3.1133 4.3432 0.00 0.01 -0.02
H -1.0461 -3.3709 2.3192 0.00 0.00 -0.01
H -0.7205 -2.2678 3.6659 0.02 0.01 0.00
H -3.0151 -3.3010 0.4144 -0.02 0.02 0.02
H -1.5388 -4.0239 -0.2327 0.02 0.00 -0.01
H -4.0558 -3.2122 -1.7307 0.01 0.00 -0.01
H -3.0927 -4.6752 -1.9478 0.00 0.01 -0.01
H -2.7282 -2.6751 -3.7288 -0.01 -0.01 0.01
H -1.2780 -3.3716 -2.9992 -0.01 0.00 0.01
H -2.7189 -0.8162 -2.1737 -0.01 0.02 0.01
H -0.9920 -1.0464 -2.4241 0.04 0.03 -0.02
H 1.3771 -1.5887 2.4693 -0.03 -0.02 0.02
H 1.9078 -0.5201 1.1665 0.04 -0.17 -0.01
H 2.8319 -3.3517 1.7184 -0.04 -0.01 -0.01
H 3.7925 -1.9415 1.2774 0.02 -0.03 0.00
H 2.9689 -3.8555 -0.5850 0.03 0.01 -0.02
H 3.2595 -2.1816 -1.0418 0.00 0.05 0.03
H 0.6721 -3.5516 -0.9782 -0.01 -0.02 0.05
H 1.0466 -1.9155 -1.5111 0.00 0.04 -0.06
```
Forces are in eV/Å.

Summary:
- energy above the lowest of the compared OMol25 structures with the same formula, charge and spin (kcal per mole) = 0.0
- molar mass (g mol⁻¹) = 792.570
- orbital gap (eV) = 6.99

---

Below is a molecular structure, C29H34AlN2OPS6Si, with properties calculated with the ωB97M-V functional and the def2-TZVPD basis.

Geometry as XYZ:
```
75
Properties=species:S:1:pos:R:3:forces:R:3
Al -0.8688 -0.1026 0.5254 -0.31 0.16 0.50
O -0.1617 -2.5563 2.0800 -0.06 -0.22 0.49
C -0.1984 -2.0662 0.9608 -0.02 0.29 -0.75
C 0.2029 -3.0079 -0.1501 0.14 0.05 -0.13
C -0.0236 -4.3828 -0.0336 -0.06 0.08 0.07
C 0.4536 -5.2461 -0.9982 0.05 -0.02 -0.11
C 1.1905 -4.7510 -2.0786 0.03 -0.02 -0.01
C 1.4205 -3.3927 -2.2017 -0.04 -0.03 0.01
C 0.9115 -2.5098 -1.2450 -0.12 0.00 0.01
P 1.1355 -0.6950 -1.2998 0.22 -0.38 -0.41
C 0.7160 -0.2966 -3.0314 0.05 0.08 0.04
C -0.3200 -0.9802 -3.6680 0.02 0.02 -0.05
C -0.7112 -0.6226 -4.9517 0.05 0.06 0.01
C -0.0912 0.4374 -5.6022 -0.06 -0.05 0.00
C 0.9054 1.1558 -4.9555 0.00 0.01 0.05
C 1.3035 0.7941 -3.6759 0.00 -0.01 0.04
C 2.9497 -0.5313 -1.1831 -0.01 0.08 0.03
C 3.4671 -0.3042 0.0921 -0.02 0.00 0.02
C 4.8366 -0.2062 0.2911 0.04 -0.01 -0.06
C 5.7042 -0.3294 -0.7870 -0.04 0.01 0.05
C 5.1962 -0.5543 -2.0596 -0.05 0.00 -0.01
C 3.8253 -0.6519 -2.2597 0.08 -0.05 -0.01
H -0.5748 -4.7443 0.8276 0.06 0.01 -0.05
H 0.2716 -6.3123 -0.9156 0.01 0.08 0.00
H 1.5902 -5.4323 -2.8237 -0.07 0.05 0.09
H 1.9939 -3.0150 -3.0430 -0.06 -0.01 0.06
H -0.8296 -1.7924 -3.1609 0.06 -0.02 -0.05
H -1.5034 -1.1721 -5.4446 0.00 0.02 0.03
H -0.3932 0.7088 -6.6077 0.01 0.00 0.08
H 1.3669 2.0067 -5.4438 0.00 -0.07 0.03
H 2.0771 1.3641 -3.1708 -0.04 -0.02 -0.06
H 2.7818 -0.2134 0.9325 0.06 0.04 -0.05
H 5.2322 -0.0231 1.2825 -0.02 -0.02 0.00
H 6.7741 -0.2458 -0.6349 -0.06 -0.01 -0.01
H 5.8684 -0.6573 -2.9024 -0.01 0.02 0.02
H 3.4422 -0.8184 -3.2606 0.01 0.00 0.07
C -0.8263 4.5490 -1.1443 0.11 0.29 -0.13
Si -1.8648 3.1772 -0.3982 0.00 -0.08 0.03
C -3.3779 2.9591 -1.4761 -0.33 -0.01 -0.05
C -2.2850 3.7532 1.3379 -0.13 0.10 0.17
C -0.8741 1.6005 -0.5209 0.12 -0.35 0.13
H -1.3839 5.4969 -1.1711 0.13 -0.18 -0.01
H -0.5215 4.3057 -2.1700 -0.04 0.05 0.13
H 0.0834 4.7165 -0.5522 -0.13 -0.03 -0.09
H -4.1391 3.7315 -1.2990 0.15 -0.16 -0.06
H -3.8415 1.9805 -1.3023 0.04 0.15 -0.04
H -3.0846 3.0016 -2.5334 -0.04 0.00 0.15
H -3.2155 4.3385 1.3470 0.19 -0.09 -0.01
H -1.4813 4.3937 1.7257 -0.13 -0.12 -0.04
H -2.4130 2.9292 2.0421 -0.06 0.01 0.01
H 0.1835 1.8991 -0.5227 0.07 0.00 0.05
H -1.0678 1.2707 -1.5519 0.02 0.00 -0.09
C -3.7252 -2.8506 3.5706 0.03 0.07 0.01
S -2.7776 -1.3566 3.9628 -0.05 -0.14 0.03
C -3.7688 -0.1669 3.1404 0.13 0.09 0.07
C -3.8597 0.0189 1.8102 -0.06 -0.01 -0.13
S -3.0844 -0.9181 0.5406 -0.04 0.00 -0.01
S -4.9850 1.2661 1.3213 0.06 0.03 -0.14
C -5.4546 1.8285 2.8868 0.02 -0.06 0.00
S -6.4823 3.0806 3.1340 -0.02 0.03 0.01
S -4.7167 0.9033 4.1448 0.00 0.01 0.05
H -3.2081 -3.6774 4.0579 -0.03 0.01 -0.04
H -3.7357 -2.9998 2.4914 0.01 -0.03 0.06
H -4.7376 -2.7699 3.9608 0.00 -0.04 -0.01
C 3.0354 0.9625 4.6052 -0.20 -0.01 0.02
N 1.7891 1.2771 3.9243 0.18 -0.06 0.08
C 0.9376 0.3622 3.4537 -0.08 -0.08 0.02
N 1.2093 -0.9156 3.6373 0.12 0.15 0.12
S -0.5085 0.9159 2.6903 0.36 0.25 0.05
H 3.4984 1.8884 4.9329 -0.01 0.01 -0.03
H 3.7302 0.4399 3.9428 -0.01 0.02 -0.01
H 2.8582 0.3454 5.4910 -0.03 0.05 -0.05
H 1.5461 2.2318 3.7347 -0.01 0.13 -0.02
H 2.0530 -1.2166 4.0981 -0.05 0.03 -0.05
H 0.5552 -1.6053 3.2546 -0.14 -0.16 -0.12
```
Forces are in eV/Å.

Summary:
- energy above the lowest of the compared OMol25 structures with the same formula, charge and spin (kcal per mole) = 8.7
- molar mass (g mol⁻¹) = 705.048
- orbital gap (eV) = 7.27

---

Below is 3 unconnected molecules or ions with the total composition C29H34BBr2F3N3O9S2, with properties calculated with the ωB97M-V functional and the def2-TZVPD basis.

Geometry as XYZ:
```
83
Properties=species:S:1:pos:R:3:forces:R:3
O 4.5330 -0.7130 4.0108 -0.41 -0.69 -0.64
C 3.4779 -0.7916 3.4728 0.48 0.97 0.77
F 3.1374 -1.9107 2.7415 -0.21 1.63 0.65
C 2.5297 0.4724 3.5985 -0.43 -0.89 -0.57
C 3.1002 1.6528 2.6955 -1.74 0.33 2.23
C 2.1755 2.9238 2.8663 0.05 0.48 1.44
N 2.4443 4.0392 1.9341 -0.06 -1.25 -1.79
C 1.2414 4.4766 1.1775 -0.66 1.13 0.94
B 0.3295 5.4192 2.1611 -1.22 0.71 0.50
O 0.7607 5.8862 3.4235 -0.35 -1.16 -0.96
O -0.9696 5.8075 1.7633 1.77 -1.39 -0.04
C 3.6442 3.8430 1.0931 0.32 0.40 1.37
C 3.8435 2.3901 0.4787 1.06 0.76 -1.71
Br 5.7926 1.9585 0.7572 -0.70 -0.20 0.07
C 3.6221 2.2658 -1.0825 0.53 0.74 -0.26
C 2.5407 3.2419 -1.6748 -0.50 -1.40 -1.01
C 2.2479 2.7442 -3.1798 0.89 0.31 0.44
S 0.4200 2.7318 -3.3577 -0.68 -0.40 0.36
C -0.1408 1.0839 -3.8995 0.45 -0.96 -2.30
S 0.2827 0.5589 -5.4150 -0.25 0.58 1.52
N -0.9693 0.1945 -3.0968 1.73 1.50 1.62
C -1.5981 0.8736 -1.9825 -1.99 1.84 2.66
C -1.3904 0.5114 -0.5551 -0.43 1.28 -0.03
C -2.0111 1.2462 0.5598 -0.36 1.08 -2.05
C -2.8832 2.3983 0.3088 1.29 -1.47 -2.12
C -3.1412 2.7524 -1.1005 1.33 -1.50 0.94
C -2.5192 2.0118 -2.2207 0.23 -0.45 1.99
C -0.1945 -0.9664 -2.6771 1.09 -3.64 0.97
C 1.2694 -1.0424 -2.6017 -0.63 -1.37 0.75
C 1.9820 -2.2540 -2.1246 -2.75 0.42 -0.05
C 1.2122 -3.4252 -1.7021 -0.91 1.78 -0.73
C -0.2564 -3.3960 -1.7877 1.30 2.16 -0.51
C -0.9380 -2.1824 -2.2653 1.65 -0.12 0.06
N 3.1106 1.3004 1.2406 1.66 0.11 0.53
Br 1.3781 0.9060 0.5729 -0.71 -0.09 -0.35
H 2.5691 0.7496 4.6919 0.22 -0.11 -1.30
H 1.4575 0.2320 3.3797 0.97 0.25 -0.08
H 4.1045 1.8996 3.1249 -0.49 -0.38 -1.19
H 2.3779 3.3177 3.9132 -0.15 -0.65 -0.97
H 1.0764 2.6472 2.8759 1.21 0.14 -0.31
H 1.5491 5.1677 0.3358 -0.32 -1.00 0.73
H 0.5717 3.6439 0.8188 0.77 0.58 -0.11
H 0.5300 5.2501 4.1257 0.14 0.66 -0.28
H -1.2161 5.2301 1.0160 -0.15 0.64 0.16
H 3.6592 4.6645 0.3253 0.01 -1.23 0.50
H 4.5348 4.0547 1.7602 -0.90 -0.38 -0.79
H 4.6068 2.5475 -1.5629 -1.06 -0.32 0.60
H 3.4391 1.2018 -1.4249 0.04 1.07 0.72
H 1.5448 3.1343 -1.1569 1.32 0.49 -0.28
H 2.8903 4.3022 -1.7434 -0.33 -0.95 0.42
H 2.7376 1.7541 -3.3919 -0.71 0.94 0.08
H 2.6951 3.5077 -3.8662 -0.62 -0.86 0.27
H -0.7182 -0.3419 -0.2639 -1.00 0.66 -0.59
H -1.8083 0.9452 1.6171 -0.22 0.12 -1.18
H -3.3218 2.9657 1.1643 0.30 -0.60 -1.01
H -3.8335 3.6162 -1.2753 0.82 -1.02 -0.16
H -2.7706 2.3572 -3.2503 0.36 -0.52 0.87
H 1.9068 -0.1711 -2.8881 -0.77 -0.86 0.17
H 3.0966 -2.2155 -2.0712 -1.17 -0.20 -0.08
H 1.7298 -4.3313 -1.3110 -0.48 0.88 -0.45
H -0.8436 -4.2914 -1.4572 0.56 1.09 -0.46
H -2.0556 -2.1658 -2.3058 1.18 0.03 -0.01
H 3.6812 0.4457 1.0951 -0.37 0.36 0.00
C -6.0397 -2.9154 -0.3539 -0.75 -0.45 0.14
C -4.6251 -3.1084 -0.8050 0.16 -0.15 -0.57
O -4.0325 -1.8458 -0.5560 -0.27 -0.09 0.57
C -4.7223 -1.3192 0.4988 -0.13 0.62 0.49
O -4.3435 -0.3995 1.1526 -0.12 -0.31 -0.20
O -5.8899 -1.9806 0.7132 0.68 0.22 -0.23
F -4.5656 -3.3585 -2.1389 0.19 -0.02 -0.08
H -6.6732 -2.4811 -1.1312 0.22 0.00 -0.10
H -6.4959 -3.8411 -0.0058 0.08 0.14 0.20
H -4.0822 -3.8825 -0.2599 -0.07 0.07 -0.19
C -1.2961 -7.1797 1.2413 0.69 0.16 0.42
C -1.8022 -7.8065 -0.0239 -0.05 -0.77 -0.01
O -3.1947 -7.5597 0.0347 0.31 0.73 0.12
C -3.3373 -6.4080 0.7463 -0.66 0.21 0.22
O -4.3341 -5.7556 0.7714 0.35 -0.23 0.05
O -2.1988 -6.0901 1.4194 -0.39 -0.14 -0.42
F -1.5978 -9.1427 -0.0231 0.01 0.03 -0.15
H -1.3644 -7.8521 2.0994 -0.09 -0.13 -0.19
H -0.2687 -6.8284 1.1518 -0.15 0.19 0.03
H -1.3909 -7.3719 -0.9390 -0.02 -0.17 -0.04
```
Forces are in eV/Å.

Summary:
- net charge = +1
- molar mass (g mol⁻¹) = 860.351
- orbital gap (eV) = 6.22

---

no.,highest occupied orbital energy (hartree)
1,-0.29044
2,-0.26641
3,-0.38972